Below is the molecule C24H25N3O6S at a distorted geometry, with properties calculated with ωB97M-V/def2-TZVPD.

Values from the calculation:
* HOMO-LUMO gap: 8.41 eV
* relative energy (zero: lowest compared OMol25 entry of this formula, charge and spin): 95.1 kcal per mole
* max |F|: 1.4 eV/A
* molar mass: 483.55 u
* structure (SMILES): COc1ccc([N+](=O)[O-])cc1NC(=O)c1ccc(CN(c2ccc(C)c(C)c2)S(C)(=O)=O)cc1
* LUMO energy: -0.095 eV
* total charge: 0

Each line ends with the natural charge from an NBO analysis.
Cartesian coordinates (Å):
S  -1.19168  0.37507  2.67346  2.32
O  4.06396  1.06157  -2.39321  -0.49
O  -1.02421  0.01382  4.04604  -0.94
O  5.40916  -1.09921  1.42797  -0.58
O  -0.04015  0.90861  1.99481  -0.97
O  1.02248  3.46646  2.41973  -0.36
O  -0.57684  3.49402  0.98987  -0.42
N  -1.77446  -1.00925  1.90460  -0.70
N  0.55934  3.21848  1.33297  0.55
N  4.41530  0.48724  0.18205  -0.64
C  -3.59350  -1.83211  -1.20470  0.00
C  3.34081  1.30209  -0.18241  0.17
C  -2.41962  0.23213  -1.52234  -0.18
C  3.01894  -1.05236  1.40049  -0.16
C  1.41661  2.62560  0.35056  0.02
C  2.12911  -1.36457  0.37714  -0.13
C  -3.26156  -0.74844  -2.02498  -0.03
C  2.63825  -1.24571  2.72149  -0.18
C  -3.07992  -1.89655  0.07981  -0.25
C  2.05227  2.36184  -1.94151  -0.31
C  3.14305  1.59292  -1.55217  0.30
C  -1.90018  0.16263  -0.24208  -0.29
C  -3.80506  -0.64671  -3.41723  -0.63
C  1.17554  2.85874  -0.99404  -0.17
C  2.49300  1.85035  0.76253  -0.18
C  0.85985  -1.81284  0.67681  -0.23
C  -2.57517  1.53104  2.52945  -0.87
C  -2.22688  -0.91189  0.57656  0.22
C  1.35483  -1.66635  3.01828  -0.18
C  3.94891  1.31092  -3.77590  -0.25
C  4.38638  -0.57333  1.04980  0.68
C  -4.50494  -2.91227  -1.70194  -0.63
C  -1.00299  -2.18938  2.29933  -0.24
C  0.44980  -1.93324  2.00016  -0.04
H  2.43286  -1.25814  -0.65428  0.21
H  -2.85845  1.80251  3.53806  0.26
H  -2.24347  2.40153  1.97332  0.27
H  0.16692  -2.03875  -0.12143  0.22
H  -3.38802  1.03114  2.02042  0.25
H  5.29648  0.65517  -0.28739  0.42
H  -3.35282  -2.72515  0.71697  0.21
H  -1.38093  -3.05470  1.75248  0.22
H  -4.89402  -0.61460  -3.40328  0.22
H  -2.15434  1.07326  -2.14644  0.21
H  1.87313  2.57218  -2.98337  0.23
H  -4.08384  -3.39254  -2.58455  0.22
H  3.34066  -1.02911  3.51199  0.23
H  4.79586  0.80421  -4.23518  0.21
H  -1.22828  0.92512  0.11079  0.25
H  -3.50848  -1.51059  -4.01140  0.22
H  1.04069  -1.75637  4.04649  0.23
H  -5.47221  -2.49732  -1.98272  0.22
H  -1.15915  -2.32773  3.37031  0.23
H  -3.43993  0.25226  -3.90672  0.22
H  2.63339  1.66489  1.81461  0.26
H  4.00372  2.38121  -3.99495  0.18
H  0.32238  3.45059  -1.28713  0.24
H  3.01910  0.90046  -4.18018  0.18
H  -4.66165  -3.66878  -0.93779  0.22